Formula: C4H7FN2
Source: the OMol25 dataset
Level of theory: ωB97M-V/def2-TZVPD

Geometry as XYZ:
```
14
Properties=species:S:1:pos:R:3:mulliken_charge:R:1
F -1.34 1.51 2.05 -0.264
N 0.63 -0.80 -1.51 -0.272
N 0.06 -0.24 -2.64 -0.644
C 1.34 -1.22 0.69 -0.848
C 0.36 -0.56 -0.33 0.878
C -0.46 0.64 1.49 -0.353
C -0.62 0.43 0.11 -0.223
H 1.48 -2.25 0.26 0.313
H 0.82 0.03 -3.52 0.276
H 0.77 -1.11 1.93 0.209
H -0.66 0.73 -2.37 0.246
H -1.62 0.92 -0.29 0.219
H 2.39 -0.52 0.77 0.225
H 0.22 0.18 2.18 0.237
```

Computed properties:
net charge	0
ΔE to the lowest compared entry with this formula, charge and spin	119.06	kcal per mole
highest occupied orbital energy	-8.5025	eV
LUMO	0.597	eV